19
Properties=species:S:1:pos:R:3:forces:R:3 method="wB97M-V/def2-TZVPD" lumo_ev=0.92 relative_energy_ev=2.777 total_charge=0 e_tot_ev=-10842.434 smiles="C[C@H](N)C(=O)NCN" e_homo_ha=-0.335
C 1.260592 -0.074026 -1.092085 2.6 -0.7 0.9
C -0.098962 0.541601 -1.176654 -2.0 -0.2 -1.3
N -0.253461 1.562284 -2.272291 2.0 -4.1 0.6
C -0.463537 1.072416 0.214688 -1.2 -1.5 0.8
O -0.405734 2.247596 0.463377 0.3 1.0 0.1
N -0.898234 0.173235 1.219303 1.1 3.7 -0.5
C -0.772003 -1.290569 1.001797 0.0 -0.3 3.9
N 0.074420 -1.809320 2.124447 1.0 -0.7 1.5
H 1.630229 -0.480665 -0.079579 -1.0 0.9 -1.2
H 1.535955 -0.871470 -1.783168 -0.8 -0.1 -0.3
H 1.975347 0.668585 -1.366654 0.8 0.9 0.1
H -0.714651 -0.310175 -1.522704 -0.5 0.7 0.6
H 0.324516 2.304177 -2.128332 2.5 2.3 0.7
H -1.088911 2.004005 -2.413709 -3.2 0.4 0.1
H -0.815081 0.867775 2.202357 -0.4 -3.6 -3.3
H -1.787427 -1.762222 1.141790 1.1 0.4 -0.4
H -0.313640 -1.656697 0.044192 -0.5 1.0 1.0
H -0.189998 -1.807386 3.150535 -1.1 0.0 -2.1
H 1.000582 -1.379143 2.272698 -0.6 0.0 -1.3



20
Properties=species:S:1:pos:R:3:forces:R:3 method="wB97M-V/def2-TZVPD" lumo_ev=0.74 relative_energy_ev=0.416 total_charge=0 e_tot_ev=-12892.414 smiles="[H]/N=C(/N)NC.CC(=O)O" e_homo_ha=-0.350
H 1.905359 0.433623 -1.451206 0.0 0.1 0.1
N 1.208393 0.304340 -0.726397 0.1 0.0 0.2
C 0.657567 -0.839760 -0.840418 -1.2 -0.2 -1.4
N -0.403199 -1.200448 -0.058089 0.4 0.2 0.9
N 0.869913 -1.666515 -1.956320 0.7 -0.8 -0.8
C 0.427300 -3.060804 -1.994099 -0.3 0.4 1.6
H -0.444558 -0.664847 0.801166 -0.1 0.1 0.3
H -0.520800 -2.181164 0.094230 -0.2 -0.3 0.0
H 0.569463 -1.230317 -2.809168 0.3 0.6 -0.1
H 0.965807 -3.601690 -1.214725 0.1 -0.2 -0.2
H 0.591844 -3.551362 -2.941793 0.2 0.2 -0.3
H -0.634606 -3.127715 -1.743243 -0.2 -0.2 -0.2
C -0.926072 3.233043 2.474383 0.1 0.1 -0.2
C -0.448453 1.985231 1.758916 -1.2 0.5 0.5
O -0.475247 0.880497 2.259656 0.5 -0.2 -0.2
O -0.246938 2.235219 0.472443 0.4 -0.7 0.2
H -1.806877 3.489303 1.888113 -0.1 0.5 0.1
H -0.206429 4.048571 2.422151 0.0 0.0 -0.2
H -1.227182 3.117308 3.509923 0.1 -0.5 0.0
H 0.144715 1.397480 0.054469 0.3 0.7 -0.1



20
Properties=species:S:1:pos:R:3:forces:R:3 method="wB97M-V/def2-TZVPD" lumo_ev=-0.10 relative_energy_ev=2.268 total_charge=0 e_tot_ev=-12890.561 e_homo_ha=-0.278
C -0.482396 3.946924 -1.612239 3.2 0.4 3.7
C 0.355714 1.665033 -0.505803 0.1 0.1 0.1
N 1.341691 0.827330 -0.019681 -1.9 -0.1 0.3
N 0.588952 2.946432 -1.097210 -4.3 -2.2 2.0
N -0.912111 1.195005 -0.383826 -0.4 1.6 -2.3
H 2.012563 1.252139 0.613145 0.1 0.0 -0.5
H 0.952171 -0.192070 0.340194 0.5 1.6 -0.8
H 1.468632 3.140193 -1.403639 2.9 0.3 -0.7
H -1.594206 1.618492 -1.083474 1.1 -1.0 1.5
H -1.083024 0.217625 -0.082922 0.5 0.4 0.0
H -0.030811 4.965505 -1.538141 0.2 -0.9 -0.3
H -1.261820 4.085355 -0.877295 -0.7 -0.8 -0.3
H -0.632371 3.740229 -2.600246 -1.3 -0.6 -2.4
C -1.312772 -3.569856 0.792118 -0.6 2.5 2.8
C -0.015107 -2.680885 0.997203 0.3 -4.9 2.1
O -0.122943 -1.606880 0.435276 0.8 4.8 -1.5
O 0.952309 -3.194556 1.652294 -2.0 1.5 -1.5
H -1.611042 -3.905491 1.802803 0.1 0.0 -0.4
H -1.055498 -4.391466 0.257705 0.7 -2.6 -1.7
H -2.201897 -3.067689 0.348648 0.9 -0.1 0.1



20
Properties=species:S:1:pos:R:3:forces:R:3 method="wB97M-V/def2-TZVPD" lumo_ev=0.74 relative_energy_ev=1.902 total_charge=0 e_tot_ev=-12890.928 smiles="CN=C(N)N.CC(=O)O" e_homo_ha=-0.331
C -0.118392 -0.737153 2.030033 0.1 0.0 -1.8
N -0.555570 0.069022 0.886047 -0.5 -1.1 -0.4
C -1.667122 0.691704 0.821798 2.1 1.8 1.6
N -2.381976 1.053608 1.964561 -0.7 -0.1 -0.7
N -1.943630 1.460527 -0.300566 -0.7 -0.4 -0.1
H -0.945622 -1.286841 2.483898 0.3 0.0 0.5
H 0.559232 -0.200910 2.686443 -0.5 0.4 0.6
H 0.580611 -1.419784 1.538306 -0.2 -0.6 0.4
H -2.481114 0.336117 2.661140 0.0 0.0 0.1
H -3.245839 1.529694 1.754367 -0.2 -0.2 0.2
H -1.212133 1.391562 -0.992098 0.2 0.0 0.0
H -2.142399 2.421281 -0.064139 -0.1 0.0 -0.1
C 2.784122 -0.892196 -2.327036 0.4 -0.6 2.1
C 1.548825 -0.150199 -1.895214 -1.0 1.9 -1.1
O 1.359908 1.014629 -2.184473 0.1 -0.3 0.4
O 0.662180 -0.893910 -1.285456 1.4 -2.9 -0.8
H 2.620358 -1.604943 -3.121382 -0.1 0.1 -0.3
H 3.060209 -1.465609 -1.430753 0.0 -0.3 -0.3
H 3.645161 -0.251196 -2.455834 -0.2 0.4 -0.7
H -0.126809 -1.065404 -0.769643 -0.3 1.9 0.5



20
Properties=species:S:1:pos:R:3:forces:R:3 method="wB97M-V/def2-TZVPD" lumo_ev="-3.37 / -7.94" relative_energy_ev=1.775 s_squared=0.756 total_charge=+1 e_tot_ev=-12883.318 e_homo_ha="-0.522 / -0.521" multiplicity=2
C 0.549190 2.140617 -0.516143 0.1 1.5 -0.7
C -1.294487 1.481991 0.920638 1.6 -1.5 0.0
N -1.819371 0.506571 1.675061 -0.1 1.6 -0.5
N -0.128468 1.156697 0.324382 0.5 1.6 -0.2
N -1.962069 2.626824 0.693940 -1.1 0.4 -0.1
H -1.626879 -0.419453 1.340223 0.1 -0.5 0.8
H -2.573842 0.769663 2.287102 -0.3 -0.6 -0.1
H 0.534460 0.622991 0.884447 -0.5 -1.0 -0.3
H -1.456150 3.495894 0.522316 0.4 -0.2 0.2
H -0.477657 -0.732920 -1.072992 0.3 0.1 0.2
H 0.169805 2.242388 -1.531568 -1.0 -0.1 0.2
H 1.591435 1.979569 -0.802758 0.0 -0.7 1.1
H 0.492415 3.122047 -0.004639 0.2 -0.3 -0.5
C 1.449062 -3.271830 -0.831023 -0.5 -0.6 0.7
C 0.755743 -2.030928 -0.361001 1.3 1.8 -0.2
O 1.023370 -1.315897 0.600034 -0.4 -1.6 0.0
O -0.005273 -1.532393 -1.336651 -1.1 -0.6 -0.7
H 0.928259 -4.195659 -0.583286 -0.4 0.1 0.3
H 2.382498 -3.345129 -0.290450 0.4 0.1 -0.4
H 1.467968 -3.301044 -1.917633 0.5 0.3 0.1



20
Properties=species:S:1:pos:R:3:forces:R:3 method="wB97M-V/def2-TZVPD" lumo_ev="-0.62 / -0.61" relative_energy_ev=5.378 total_charge=0 e_tot_ev=-21673.097 e_homo_ha="-0.261 / -0.262"
C 2.689807 1.586941 0.136808 0.9 -0.2 -0.1
C -0.563627 -1.213379 -2.385903 0.1 0.1 0.0
C -1.383539 0.493344 2.202678 0.3 -0.3 -0.3
C -0.094185 -0.554853 -0.136429 -5.0 0.9 1.5
N 1.295545 1.323024 -0.011841 -2.2 -0.5 0.1
N 0.981217 0.144151 -0.192843 4.5 1.2 -0.5
N -0.484849 -1.505496 -0.974681 0.2 -0.8 -0.4
O -1.608369 -2.039587 1.425730 -0.9 -1.0 -0.1
S -0.574394 -1.038975 1.658719 0.7 1.2 -0.2
H 2.965494 2.347998 -0.593100 0.0 0.0 0.0
H 3.322829 0.700355 0.025197 -0.1 0.1 0.0
H 2.833913 2.024201 1.126512 0.0 0.0 0.0
H -1.272457 -0.392232 -2.553177 0.0 0.1 0.0
H 0.419517 -0.907561 -2.741651 0.0 0.0 -0.1
H -0.887780 -2.105300 -2.915121 0.1 0.0 0.0
H -0.715967 1.321072 1.981050 0.0 0.1 0.0
H -1.560073 0.408569 3.270760 0.1 -0.2 0.2
H -2.306658 0.614762 1.649541 0.0 -0.1 -0.2
H -1.784051 0.826657 -0.380593 1.3 -0.8 -0.1
H -1.272373 -2.033690 -0.591654 0.2 0.2 0.1



19
Properties=species:S:1:pos:R:3:forces:R:3 method="wB97M-V/def2-TZVPD" lumo_ev=0.52 relative_energy_ev=4.093 total_charge=0 e_tot_ev=-19628.068 e_homo_ha=-0.300
C 1.828093 0.405162 -0.932915 -0.2 1.5 0.6
C 1.696099 -0.267578 0.424966 2.1 -2.4 1.1
C 0.558701 -1.294535 0.497723 1.0 -0.4 -0.3
C -1.070622 0.412627 1.158826 1.9 -1.3 0.3
H 1.662986 -0.349763 -1.725521 -0.2 0.6 0.3
H 2.880605 0.912549 -1.144839 -2.5 -0.8 0.7
H 0.919687 1.131659 -0.774969 1.9 -0.7 -1.6
H 2.608021 -0.863074 0.747592 -0.7 0.5 -0.7
H 1.635848 0.397213 1.271750 -0.3 0.8 0.0
H 0.752810 -2.140544 -0.213008 -0.3 0.8 0.4
H 0.403387 -1.725510 1.464853 1.2 -0.7 1.1
H -2.883226 -0.674023 -0.984397 2.2 -2.6 1.6
H -0.621240 0.523500 2.215790 -0.8 -0.7 -1.7
H -1.494526 0.962223 -1.282471 -0.1 0.2 0.7
H -2.544909 2.310424 -0.893759 1.3 -2.1 0.9
N -0.700428 -0.703910 0.252476 -2.0 2.1 -0.2
N -1.654321 1.444546 0.724251 -0.7 0.1 -0.4
N -2.103012 1.383578 -0.566708 -1.4 2.0 -1.5
S -1.873956 -1.864539 -0.239641 -2.5 3.1 -1.3



19
Properties=species:S:1:pos:R:3:forces:R:3 method="wB97M-V/def2-TZVPD" lumo_ev="-9.19 / -9.19" relative_energy_ev=3.675 total_charge=+2 e_tot_ev=-19611.684 e_homo_ha="-0.650 / -0.650"
C -1.895169 -0.294313 -0.097579 3.4 0.5 -2.0
C 2.155889 0.690099 0.176048 0.1 -0.6 -2.3
C 1.868644 -0.611076 0.887158 3.6 -0.5 -3.0
C 0.296568 -0.144399 -1.064799 -1.8 -1.8 3.8
N -2.766946 0.670875 -0.168667 0.9 -1.2 0.4
N -1.918400 -1.445686 0.479163 -1.2 1.6 -0.2
N 0.869590 1.124511 -0.444776 -3.7 -1.0 0.9
S 1.026809 -1.615756 -0.377442 0.3 1.1 -0.9
H 2.408790 1.392847 0.857198 1.0 2.5 2.1
H 2.925749 0.729269 -0.684824 -1.1 -0.8 1.6
H 2.879971 -0.932066 1.246209 -0.8 -0.6 -0.7
H 1.294493 -0.660523 1.706548 -2.3 0.8 3.1
H 0.086546 -0.231863 -2.088769 -0.4 0.6 -1.3
H -2.645512 1.340991 -0.904257 -0.6 0.5 0.0
H -3.625798 0.456703 0.294096 -1.2 0.8 0.0
H -1.129692 -2.020000 0.217573 0.1 -1.0 0.6
H -2.811203 -1.726415 0.883180 0.5 -0.9 0.2
H 0.108082 1.509004 0.306197 2.4 -1.0 -2.1
H 0.871581 1.767798 -1.222256 0.7 0.9 -0.1



19
Properties=species:S:1:pos:R:3:forces:R:3 method="wB97M-V/def2-TZVPD" lumo_ev=-3.30 relative_energy_ev=4.517 total_charge=+1 e_tot_ev=-10276.673 smiles="C[NH2+][C@@H]1CN(C)N=N1" e_homo_ha=-0.491
C 1.553840 0.422366 2.403665 1.5 -0.8 0.5
N 0.630181 -0.508781 1.669751 -0.9 2.8 -1.2
C -0.258874 0.340589 0.699056 1.6 -2.0 -3.0
C -1.053707 -0.503504 -0.459063 3.4 -1.8 1.6
N -0.434093 0.056015 -1.654383 -1.8 -2.7 0.5
C -1.010462 -0.172325 -2.983230 3.7 -0.3 0.7
N 0.440223 0.923083 -1.354176 1.2 1.4 -3.5
N 0.632245 1.173389 -0.185721 0.6 0.0 3.8
H 2.176178 1.094453 1.753340 -0.8 -1.2 0.4
H 1.039320 0.997035 3.122074 -1.6 1.1 0.1
H 2.099065 -0.147090 3.161560 0.7 -0.4 -0.9
H 0.022812 -1.061006 2.225671 -0.9 -0.1 1.5
H 1.011104 -1.200752 1.102302 2.1 -1.3 -1.3
H -0.644295 1.013917 1.390214 -2.0 1.0 0.8
H -0.965809 -1.681718 -0.489669 -0.1 2.3 0.5
H -2.017436 -0.227642 -0.351129 -3.5 0.6 0.0
H -0.442801 0.439627 -3.606006 0.6 1.8 -1.1
H -0.814774 -1.087587 -3.511404 -0.3 -1.2 0.9
H -1.962717 0.129932 -2.932852 -3.7 0.8 -0.3



19
Properties=species:S:1:pos:R:3:forces:R:3 method="wB97M-V/def2-TZVPD" lumo_ev=-3.19 relative_energy_ev=1.395 total_charge=+1 e_tot_ev=-10279.795 smiles="C[C@@]1(N)NC=[NH+]CN1" e_homo_ha=-0.492
C -1.937758 0.770028 0.166393 -0.9 -0.8 -2.2
C -0.484101 0.251368 0.311870 0.4 3.1 -1.8
N 0.238431 1.059051 1.286073 -0.1 -0.3 1.8
N -0.390318 -1.225293 0.668198 -2.4 3.1 0.9
C 0.554221 -1.980528 0.182173 -1.1 -0.5 0.0
N 1.500259 -1.489366 -0.600508 -2.0 -1.0 1.2
C 1.519976 -0.139797 -1.065932 -1.1 1.7 0.7
N 0.126040 0.366160 -1.069368 1.4 -2.7 1.9
H -2.285620 0.255379 -0.820052 0.1 1.3 1.6
H -2.197448 1.910477 0.202612 1.4 -2.1 -0.4
H -2.557914 0.366245 0.935351 -0.5 -0.5 0.8
H -0.297171 1.323924 2.157657 0.6 -0.8 -1.4
H 0.619323 1.929845 0.948035 -0.1 -0.1 -0.6
H -1.202332 -1.398721 1.337013 2.0 -1.0 -1.3
H 0.366460 -3.056426 0.379207 1.1 0.6 -0.2
H 2.144371 -2.127151 -0.940592 1.4 -1.3 -0.8
H 1.976667 -0.058573 -2.038355 -0.1 -0.2 -0.4
H 2.127805 0.394945 -0.348984 0.4 0.5 0.1
H 0.031172 1.162624 -1.651053 -0.6 1.0 0.1



20
Properties=species:S:1:pos:R:3:forces:R:3 method="wB97M-V/def2-TZVPD" lumo_ev=0.76 relative_energy_ev=3.172 total_charge=0 e_tot_ev=-11773.378 e_homo_ha=-0.328
H 0.285743 -0.328757 2.007606 -1.6 1.4 -0.7
N -0.050063 0.527985 1.377448 0.8 -1.2 2.3
N 0.750801 0.492097 0.478660 1.8 -1.6 -1.0
N 1.572402 -0.786110 0.599443 -1.0 -0.6 -0.2
C 2.721302 -0.918136 1.477674 -0.1 1.1 -0.2
C 1.732750 -1.455213 -0.678376 0.0 0.7 -0.3
H 3.613258 -0.480112 1.017353 0.2 0.0 0.2
H 2.508939 -0.419824 2.425351 0.2 0.0 0.0
H 2.918182 -1.972204 1.689324 -0.2 0.1 -0.1
H 1.948015 -2.514560 -0.519744 -0.1 0.1 0.1
H 0.810675 -1.352094 -1.249339 0.1 -0.1 0.0
H 2.553877 -1.021210 -1.259548 0.1 -0.1 -0.1
C -3.217027 2.043611 -0.941250 0.0 0.2 -0.1
N -2.457395 0.917577 -0.414589 0.0 0.5 0.6
C -1.977778 0.007741 -1.242036 0.0 -0.5 -0.3
N -1.608617 -0.848557 -1.922152 0.1 0.0 -0.2
H -3.770981 2.499154 -0.120982 0.0 0.0 -0.1
H -2.575509 2.802840 -1.401263 -0.1 -0.1 0.0
H -3.927584 1.682558 -1.684202 0.0 0.0 0.1
H -1.830989 1.123215 0.360622 -0.1 0.0 -0.1



21
Properties=species:S:1:pos:R:3:forces:R:3 method="wB97M-V/def2-TZVPD" lumo_ev="-12.23 / -12.03" relative_energy_ev=7.726 total_charge=+2 e_tot_ev=-13800.277 e_homo_ha="-0.563 / -0.561"
C 2.021572 0.512438 0.554733 3.8 -1.8 -1.9
C -3.635789 0.177341 -0.292942 1.2 -0.9 1.3
C -4.174547 -0.586260 0.853610 2.1 -3.8 -2.0
C 4.227082 -0.283886 0.554365 2.7 -0.3 0.8
N 0.912129 0.880202 -0.062038 -4.9 0.4 -0.2
N 3.023428 -0.081942 -0.175063 -4.1 3.3 1.4
N -3.036992 1.264628 -0.127254 2.0 2.4 -0.7
N 2.829741 -0.315272 -1.437206 1.7 -0.6 0.8
N -0.184043 1.109301 -0.224322 2.6 0.1 -0.3
O -3.678907 -0.527694 -1.462026 -0.4 0.5 0.8
H 2.174194 0.768074 1.560366 0.1 0.4 1.2
H -3.399680 -1.006464 1.578612 -1.2 1.1 -0.8
H -4.952504 -0.029180 1.186799 -2.2 1.4 1.9
H -4.570098 -1.447003 0.294015 -0.4 -0.2 1.0
H 5.116273 -0.236308 -0.098992 -0.6 -0.6 0.0
H 4.493028 0.480692 1.340317 -1.1 -0.5 -0.8
H 4.059212 -1.243440 1.040103 0.7 -0.3 0.1
H -2.844453 1.705116 0.817560 -1.3 -1.3 -1.4
H 3.507528 -0.900443 -1.920274 0.0 0.1 -0.2
H 1.885036 -0.232230 -1.717206 -0.9 -0.2 -1.1
H -3.772216 -0.007679 -2.263155 0.3 0.6 -0.1



21
Properties=species:S:1:pos:R:3:forces:R:3 method="wB97M-V/def2-TZVPD" lumo_ev=-3.41 relative_energy_ev=5.981 total_charge=+1 e_tot_ev=-13254.498 e_homo_ha=-0.422
C 1.251260 -0.762722 0.317642 4.0 0.5 0.5
C -0.832686 0.477459 0.436668 0.1 -0.6 -1.4
C 3.739700 -0.926840 0.769914 3.2 -1.3 -0.5
C -0.687788 -1.614379 -0.949560 1.6 -1.4 1.0
N -1.491578 2.516185 -0.240061 -1.4 3.0 -0.7
N 2.409796 -0.739723 0.532560 -5.6 0.2 -0.5
N -0.824376 1.511482 -0.672041 1.1 0.0 1.2
N 0.042356 -0.657305 -0.021786 -3.2 0.3 -0.3
N -2.179420 0.131412 0.502692 0.9 -0.3 -0.3
N -2.793080 1.272545 0.811323 0.6 0.5 1.7
H -0.476233 0.989134 1.294667 1.0 0.4 1.0
H 4.145273 -0.207767 1.525755 -0.4 -0.4 -0.9
H 4.219341 -0.776641 -0.297697 -0.2 -0.5 2.5
H 3.863020 -1.985980 1.223001 0.2 1.7 -1.0
H -0.222045 -1.634377 -1.920371 0.2 0.2 -0.3
H -0.590210 -2.637244 -0.507851 -0.4 0.9 -0.4
H -1.703575 -1.279579 -0.980217 -0.4 0.0 0.1
H -2.015584 3.111580 -1.008768 1.2 -2.0 1.6
H -1.073697 1.104236 -1.530620 -0.6 -0.7 -1.7
H -2.527822 1.731949 1.764777 -1.0 -0.8 -2.1
H -3.756158 1.147625 0.576657 -0.8 0.5 0.5